[1]
{
  "formula": "C40H62AuClGeN4P3",
  "method": "the ωB97M-V functional and the def2-TZVPD basis",
  "symbols": ["H", "H", "H", "H", "H", "C", "C", "C", "C", "P", "N", "H", "H", "H", "H", "H", "H", "H", "H", "C", "N", "C", "H", "H", "H", "H", "H", "C", "H", "H", "H", "C", "N", "C", "H", "C", "C", "Cl", "C", "H", "H", "H", "C", "H", "H", "H", "C", "H", "H", "H", "N", "H", "C", "H", "H", "C", "C", "H", "H", "C", "H", "C", "C", "H", "C", "H", "H", "C", "C", "H", "H", "H", "C", "H", "H", "H", "C", "Ge", "C", "H", "C", "H", "C", "H", "H", "C", "C", "H", "H", "H", "C", "C", "C", "H", "P", "H", "C", "C", "C", "C", "H", "P", "H", "C", "Au", "H", "C", "C", "H", "H", "H", "H"],
  "xyz": [[5.0470, 0.1253, 1.0506], [3.3761, -1.1870, 0.9733], [2.7356, -3.0290, -2.3892], [-2.7865, -4.5581, 0.4407], [0.4705, 0.3471, 5.5120], [-2.6726, 2.3951, -2.2026], [1.4118, -3.0764, 1.1425], [-4.0400, -1.3777, 2.2613], [1.6211, 1.2074, 3.2351], [-0.8944, 1.9361, -2.0357], [-0.8957, -2.6511, 0.5818], [-4.4116, -0.4845, 2.7428], [5.1698, -2.1468, -2.0348], [-2.7064, 3.4270, -1.8396], [0.6644, 1.2242, -4.7910], [-2.7114, 3.0428, -4.2940], [-3.1967, 1.3550, -4.0502], [-3.5883, 0.4975, -1.6461], [-1.7418, -0.0074, -3.0572], [-3.1194, -3.6675, 0.9563], [1.6196, -2.0922, 0.2592], [-0.0584, 2.0422, -4.7619], [-2.4667, 4.1830, 1.1136], [1.9855, 1.9035, 2.4804], [1.9802, 2.1376, -2.7944], [-4.2798, 2.6622, -3.5991], [-4.5216, 1.9213, -1.1840], [5.3553, 0.4189, 0.0448], [-2.5767, 0.5968, 3.4511], [5.5971, -0.5464, -2.6627], [5.8148, -0.4413, -0.4385], [-3.5103, 1.5195, -1.2647], [-1.8988, -0.3493, 1.6913], [-0.8259, -4.4830, -1.1320], [2.8291, -5.2109, 3.3762], [-1.1129, -2.5623, -3.1108], [0.2606, 1.6292, 3.8020], [1.5371, 4.6355, 2.0220], [4.1762, 0.9989, -0.7416], [4.2729, 3.0427, -0.0022], [-1.0684, 4.3405, 3.2269], [-0.4303, -0.3951, 4.1946], [-2.8838, 4.0913, 2.1195], [3.4321, 1.9322, 1.0714], [3.2943, -0.2420, -3.5329], [-0.8741, -5.9306, -2.7160], [-3.2310, 2.3606, -3.6235], [2.7946, -2.5824, -4.0897], [1.5327, 3.7370, -2.1922], [1.9704, 3.5245, -3.8884], [-0.8520, -0.8145, -1.3595], [-5.8630, -2.4341, 2.5494], [2.4168, -3.7715, 1.8576], [-1.2013, -1.8405, -3.9096], [3.4592, -3.5829, 1.6395], [0.0013, 2.7746, -3.4158], [-0.2965, -4.2337, 2.4303], [-0.7012, -5.2210, -0.3460], [-0.1149, 5.2077, 0.4320], [-0.9233, -4.8825, -2.4562], [0.4000, 2.5564, 4.3637], [0.7157, -4.8907, 3.1355], [-0.9695, -2.1425, -1.7835], [1.5072, -1.9547, -3.0571], [-4.4098, -3.6149, 1.4799], [-1.3317, -4.4256, 2.6765], [-3.0805, 1.4700, -0.2617], [3.4569, -1.0071, -2.7656], [2.5677, -2.2056, -3.0907], [-1.2027, 0.8107, 5.2382], [-3.1256, 1.3286, 1.9507], [5.1690, -1.8455, -3.7651], [2.0628, -4.6741, 2.8328], [-3.7557, 3.4341, 2.0694], [4.5428, 1.3537, -1.7102], [1.5575, 0.2162, 2.7823], [-2.2713, -2.5929, 1.0803], [0.0817, -0.5964, 0.3046], [-2.4880, 3.3743, 4.5112], [-1.0406, 1.6410, -5.0038], [4.9330, -1.3990, -2.7965], [0.2177, 2.7395, -5.5548], [2.9621, -1.5669, 0.0345], [-1.1973, -4.2086, -4.4693], [-3.3290, 2.6786, 4.4620], [-0.2736, 0.5409, 4.7376], [1.4562, 3.0630, -3.0436], [0.0124, -0.0024, -3.1129], [2.3547, 1.1611, 4.0429], [0.4473, -5.5888, 3.9177], [-0.8464, 0.1443, -2.4467], [-4.8614, -2.4671, 2.1422], [-2.7223, -1.3919, 1.7095], [1.4193, 4.5542, -0.3240], [-0.9445, 2.1239, 2.4832], [3.6362, -2.3553, -0.3114], [-1.0981, -3.9140, -3.4322], [0.0406, -3.3640, 1.4239], [-2.2710, 0.8391, 2.4314], [-0.8864, -3.1405, -0.8147], [2.6269, 2.5140, -0.3892], [2.8357, -0.1968, -1.2163], [-2.8764, 4.3247, 4.8806], [0.7180, 4.5148, 0.5008], [-0.3589, 2.4429, 0.1970], [-1.7756, 3.0107, 5.2507], [3.5865, 2.1934, 0.0218], [-1.8542, 3.5861, 3.1348], [6.1270, 1.1826, 0.1647], [-5.0619, -4.4718, 1.3758], [-3.2438, 5.0756, 2.4223], [-0.5293, 3.7275, -3.5051]],
  "homo_energy_ev": [-12.03, -12.50],
  "spin_multiplicity": 4,
  "relative_energy_kj_mol": 0.00,
  "s2": 3.837,
  "total_charge": 2,
  "energy_ev": -149030.564
}

***

[2]
{
  "formula": "C13H4BBr4F4NO6Ta",
  "method": "the ωB97M-V functional and the def2-TZVPD basis",
  "symbols": ["O", "H", "F", "O", "O", "Br", "Br", "C", "C", "C", "H", "B", "C", "Br", "C", "F", "C", "C", "C", "F", "H", "H", "C", "Ta", "O", "O", "C", "C", "C", "Br", "C", "F", "N", "O"],
  "xyz": [[2.1605, -0.1642, 0.3222], [-1.7561, 5.9944, -2.4924], [1.7204, 2.8347, 1.4428], [0.1053, 5.2945, -3.8771], [-1.5187, 0.3554, -0.5725], [5.5379, 0.5099, 4.3781], [5.2577, 0.2867, 1.0474], [3.8502, 0.3491, 3.5954], [-1.1457, 3.9513, -2.4902], [-2.6939, 1.0743, -0.6732], [-0.6958, 1.8779, -2.4040], [0.6516, 2.8939, 0.6366], [-1.9748, 4.9979, -2.1369], [2.8463, 0.5062, 6.2667], [-3.0727, 4.7326, -1.3284], [0.9425, 1.9135, -0.6000], [1.4230, 0.0346, 2.4926], [3.7884, 0.2436, 2.1797], [1.4363, 0.1413, 3.8592], [-0.4199, 2.0151, 1.1110], [-4.1624, 3.2254, -0.2482], [-3.7416, 5.5348, -1.0505], [-3.3129, 3.4445, -0.8808], [0.2420, 0.1042, 0.1044], [0.2941, -0.2142, 1.6426], [-3.7149, 0.6150, -0.2794], [-1.3582, 2.6595, -2.0616], [2.7058, 0.3192, 4.4082], [2.5479, 0.1196, 1.6392], [-0.1580, 0.0551, 4.8206], [-2.4446, 2.4135, -1.2366], [0.2089, 4.0551, 0.1942], [0.0324, 4.2122, -3.3452], [0.8462, 3.3159, -3.4497]],
  "homo_energy_ev": -12.64,
  "relative_energy_kj_mol": 73.39,
  "total_charge": 1,
  "energy_ev": -320583.287
}

***

[3]
{
  "formula": "C3H16N2O2",
  "method": "the ωB97M-V functional and the def2-TZVPD basis",
  "symbols": ["H", "H", "C", "O", "H", "C", "H", "H", "N", "C", "H", "H", "H", "H", "H", "H", "N", "H", "H", "H", "H", "O", "H"],
  "xyz": [[-1.4831, 0.7355, -2.1796], [3.1450, -0.9393, 1.9439], [0.3362, 0.2394, 0.5452], [-2.6207, 2.3431, -1.6327], [-2.6114, 3.2834, -1.3915], [0.1722, 0.8443, -0.8545], [-0.2813, 0.6854, 1.3267], [1.7002, -0.8668, 2.8601], [2.1031, -0.9191, 1.8992], [1.7921, 0.2705, 1.0286], [2.0028, 1.1930, 1.5662], [1.8626, -1.8293, 1.4077], [1.0255, 0.7123, -1.5060], [-1.7032, 0.0194, -0.7181], [2.5119, 0.2426, 0.2218], [-0.8260, -0.7322, -1.9461], [-1.0331, 0.1459, -1.4758], [0.0367, -0.7939, 0.4297], [-3.4399, 2.3692, -2.1580], [-0.9549, -3.1720, -0.2949], [-0.6966, -3.1236, 1.1950], [-0.7952, -2.5449, 0.4239], [-0.2428, 1.8371, -0.6910]],
  "homo_energy_ev": [-6.42, -15.15],
  "spin_multiplicity": 2,
  "relative_energy_kj_mol": 0.00,
  "s2": 0.751,
  "total_charge": 1,
  "energy_ev": -10436.180
}